This record from the Open Molecules 2025 dataset describes C20H36N3O2OsSe2Si2 as an isolated structure in a non-equilibrium geometry. The level of theory is ωB97M-V/def2-TZVPD.

Structure (XYZ):
```
66
Properties=species:S:1:pos:R:3
Os -0.292 0.628 0.793
O -2.710 -4.527 3.636
C -1.478 -3.795 3.580
C -1.696 -2.302 3.242
C -2.716 -1.703 4.197
O -2.218 -1.762 5.538
C -0.313 -1.713 3.447
Se -0.043 0.252 3.014
C -2.185 -2.201 1.830
Se -2.365 -0.354 1.055
H -2.629 -5.486 3.865
H -0.872 -4.186 2.767
H -0.948 -3.781 4.572
H -3.656 -2.143 4.006
H -2.851 -0.648 3.901
H -2.491 -2.591 6.003
H 0.408 -2.240 2.735
H 0.078 -1.836 4.465
H -3.247 -2.620 1.756
H -1.502 -2.690 1.084
C -0.060 1.436 -4.576
Si -0.243 1.916 -2.797
C -2.101 2.098 -2.521
C 0.719 3.566 -2.480
C 0.433 0.436 -1.740
C 1.706 0.598 -1.154
C 2.955 0.710 -1.837
C 4.096 0.675 -1.111
C 4.034 0.563 0.300
C 2.831 0.578 0.964
N 1.709 0.634 0.207
Si 0.284 -1.366 -2.087
C 1.033 -2.087 -3.727
C 1.139 -2.282 -0.726
C -1.598 -1.804 -2.449
H -0.902 0.793 -4.866
H 0.956 0.880 -4.660
H -0.032 2.272 -5.237
H -2.727 1.736 -3.351
H -2.320 3.169 -2.386
H -2.400 1.595 -1.630
H 1.777 3.318 -2.665
H 0.679 3.917 -1.416
H 0.395 4.252 -3.278
H 3.026 0.679 -2.938
H 4.982 0.571 -1.681
H 4.944 0.438 0.917
H 2.701 0.829 2.028
H 0.291 -1.954 -4.504
H 1.120 -3.204 -3.738
H 1.953 -1.635 -4.025
H 2.184 -1.941 -0.789
H 1.214 -3.352 -0.979
H 0.663 -2.075 0.284
H -1.939 -1.142 -3.272
H -2.116 -1.587 -1.495
H -1.916 -2.812 -2.817
N 1.394 3.057 1.315
C 1.279 4.316 1.803
C -0.004 4.767 1.687
C -0.724 3.665 1.092
N 0.152 2.593 0.943
H 2.209 2.642 0.944
H 2.096 4.857 2.326
H -0.369 5.736 1.841
H -1.776 3.649 0.795
```

Calculated values
* charge: +1
* HOMO-LUMO gap (alpha / beta): 7.61 / 5.10 eV
* HOMO level (alpha / beta): -10.22 / -10.36 eV
* lowest unoccupied orbital energy (alpha / beta): -2.61 / -5.26 eV
* energy: -178795.395 eV
* strongest force on any atom: 0.0939 Eh/bohr
* 2S+1: 5

This record from the Open Molecules 2025 dataset describes C20H36N8S6Sn as an isolated structure in a non-equilibrium geometry. The level of theory is ωB97M-V/def2-TZVPD.

Structure (XYZ):
```
71
Properties=species:S:1:pos:R:3
Sn 0.713 0.146 -0.088
S 6.392 0.264 5.641
C 5.265 0.452 4.486
S 5.648 0.605 2.779
C 4.016 0.774 2.196
C 2.996 0.750 3.191
S 1.376 0.906 2.875
S 3.535 0.521 4.822
S 3.722 0.919 0.575
C 1.860 2.689 -1.971
N 1.964 1.822 -3.096
C 2.947 2.087 -4.122
C 2.518 1.139 -5.235
N 1.565 0.246 -4.583
C 0.857 -0.614 -5.510
C 1.253 0.698 -3.341
N 0.458 0.180 -2.427
C -0.394 -0.941 -2.796
C -1.438 -1.243 -1.728
N -0.819 -1.638 -0.477
C -1.080 -2.806 0.070
N -0.284 -3.320 1.037
C 0.932 -2.743 1.510
C -0.629 -4.686 1.377
C -1.929 -4.903 0.601
N -2.083 -3.681 -0.178
C -3.358 -3.493 -0.828
H 2.260 3.661 -2.258
H 2.451 2.324 -1.115
H 0.813 2.811 -1.679
H 3.951 1.863 -3.746
H 2.921 3.136 -4.422
H 3.348 0.553 -5.635
H 2.030 1.670 -6.060
H 1.522 -0.789 -6.355
H -0.052 -0.132 -5.881
H 0.610 -1.582 -5.088
H 0.209 -1.837 -2.967
H -0.955 -0.694 -3.697
H -2.069 -2.029 -2.127
H -2.031 -0.338 -1.579
H 0.720 -1.841 2.106
H 1.597 -2.474 0.675
H 1.439 -3.465 2.149
H -0.766 -4.790 2.459
H 0.165 -5.370 1.055
H -2.789 -5.027 1.268
H -1.884 -5.770 -0.065
H -4.102 -4.092 -0.302
H -3.334 -3.842 -1.863
H -3.683 -2.456 -0.797
C -2.889 -0.342 3.556
C -3.518 0.900 2.934
N -2.801 1.255 1.722
C -1.757 2.061 1.584
S -1.022 2.067 0.005
N -1.340 2.859 2.543
C -0.319 3.883 2.439
C -0.938 5.274 2.448
H -3.369 -0.585 4.499
H -1.828 -0.179 3.731
H -3.001 -1.193 2.889
H -3.510 1.733 3.638
H -4.557 0.710 2.662
H -3.023 0.703 0.905
H -1.855 2.875 3.416
H 0.246 3.722 1.521
H 0.359 3.767 3.289
H -1.577 5.421 1.582
H -0.154 6.025 2.426
H -1.524 5.424 3.350
```

Calculated values
* charge: +2
* HOMO-LUMO gap: 5.39 eV
* HOMO level: -12.86 eV
* lowest unoccupied orbital energy: -7.46 eV
* energy: -104075.353 eV
* strongest force on any atom: 0.0475 Eh/bohr
* ΔE to the lowest compared entry with this formula, charge and spin: 105.6 kJ/mol

This record from the Open Molecules 2025 dataset describes C20H36NO2P3STi as an isolated structure in a non-equilibrium geometry. The level of theory is ωB97M-V/def2-TZVPD.

Structure (XYZ):
```
64
Properties=species:S:1:pos:R:3
P -2.537 -0.583 -0.826
C -3.697 -1.870 -0.232
H -4.682 -1.677 -0.684
H -3.794 -1.809 0.861
H -3.350 -2.873 -0.515
C -3.678 0.847 -0.783
H -3.347 1.635 -1.460
H -3.716 1.237 0.241
H -4.668 0.496 -1.093
C -2.524 -0.966 -2.622
H -3.564 -0.960 -2.961
H -2.079 -1.950 -2.784
H -1.944 -0.211 -3.157
P 2.318 -1.051 -1.370
C 2.906 -2.756 -1.089
H 3.858 -2.833 -1.620
H 2.182 -3.464 -1.501
H 3.052 -2.930 -0.020
C 2.142 -1.015 -3.179
H 2.068 0.013 -3.532
H 1.256 -1.583 -3.472
H 3.045 -1.481 -3.576
C 3.813 -0.055 -1.071
H 4.549 -0.398 -1.801
H 4.173 -0.222 -0.053
H 3.591 1.003 -1.222
P 0.409 1.379 2.337
C 0.759 0.850 4.072
H 0.851 1.761 4.668
H 1.709 0.321 4.085
H -0.036 0.195 4.428
C 1.760 2.608 2.186
H 1.872 3.105 3.155
H 1.525 3.351 1.424
H 2.690 2.094 1.920
C -1.088 2.393 2.572
H -0.890 3.113 3.375
H -1.914 1.733 2.858
H -1.345 2.911 1.644
Ti 0.159 -0.173 -0.024
C -0.143 -2.107 -0.953
O -0.305 -3.126 -1.528
C 1.892 -0.659 1.225
O 2.834 -0.893 1.911
C 1.304 2.799 -1.000
C 0.052 3.175 -0.525
C -1.115 2.759 -1.159
C -1.010 1.992 -2.324
C 0.226 1.595 -2.811
C 1.386 2.019 -2.157
H 2.218 3.192 -0.545
H -0.030 3.922 0.269
H -2.088 3.122 -0.815
H -1.897 1.820 -2.937
H 0.295 1.056 -3.765
H 2.359 1.877 -2.621
S -0.902 -2.833 4.207
C -1.807 -3.552 2.879
C -1.377 -3.050 1.668
N -0.412 -2.030 1.736
C 0.045 -2.002 2.995
H -2.616 -4.259 3.028
H -1.752 -3.408 0.722
H 1.010 -1.594 3.321
```

Calculated values
* charge: +4
* HOMO-LUMO gap (alpha / beta): 5.57 / 5.57 eV
* HOMO level (alpha / beta): -20.99 / -20.99 eV
* lowest unoccupied orbital energy (alpha / beta): -15.42 / -15.42 eV
* energy: -88681.855 eV
* strongest force on any atom: 0.1344 Eh/bohr

This record from the Open Molecules 2025 dataset describes a 3-piece molecular cluster, C20H37BN3O6S2 overall in a non-equilibrium geometry. The level of theory is ωB97M-V/def2-TZVPD.

Structure (XYZ):
```
69
Properties=species:S:1:pos:R:3
C -4.550 1.794 4.390
C -3.207 1.216 3.926
O -2.338 2.318 3.570
N -1.534 2.124 2.425
C -0.725 0.912 2.434
C 0.479 0.977 1.525
C 1.327 -0.137 1.513
C 2.434 -0.191 0.685
C 2.721 0.884 -0.161
C 3.909 0.794 -1.085
C 1.908 2.013 -0.133
C 0.799 2.049 0.710
C -2.310 2.279 1.276
N -2.337 3.487 0.647
N -3.077 1.267 0.812
B -2.573 0.364 -0.340
C -1.759 0.903 -1.554
O -2.934 -0.945 -0.278
H -4.704 2.781 3.966
H -4.650 1.801 5.466
H -5.347 1.173 3.987
H -2.762 0.688 4.764
H -3.393 0.553 3.091
H -1.308 0.022 2.171
H -0.376 0.784 3.454
H 1.096 -0.974 2.160
H 3.061 -1.068 0.708
H 3.901 1.644 -1.758
H 4.845 0.699 -0.557
H 3.758 -0.082 -1.714
H 2.147 2.848 -0.770
H 0.197 2.944 0.726
H -2.741 4.279 1.126
H -1.874 3.607 -0.238
H -3.988 1.670 0.582
H -2.150 1.850 -1.926
H -1.882 0.192 -2.366
H -0.689 0.975 -1.359
H -2.360 -1.480 0.282
C 9.906 -0.401 -0.067
C 10.172 -0.292 -1.574
C 8.847 -0.569 -2.296
S 7.547 -0.068 -1.161
O 6.789 -1.231 -0.770
O 6.893 1.113 -1.669
C 8.628 0.393 0.188
H 10.737 -0.015 0.521
H 9.756 -1.446 0.209
H 10.517 0.717 -1.811
H 10.945 -0.986 -1.899
H 8.749 0.004 -3.214
H 8.713 -1.629 -2.502
H 8.146 0.155 1.134
H 8.806 1.466 0.115
C -5.792 -3.760 -1.828
C -5.723 -2.228 -1.764
C -7.052 -1.685 -2.305
S -8.286 -2.951 -1.966
O -8.767 -3.468 -3.218
O -9.191 -2.478 -0.952
C -7.153 -4.139 -1.251
H -4.981 -4.227 -1.272
H -5.723 -4.090 -2.867
H -5.590 -1.913 -0.726
H -4.879 -1.838 -2.333
H -7.355 -0.764 -1.814
H -7.021 -1.536 -3.382
H -7.475 -5.144 -1.513
H -7.177 -4.006 -0.170
```

Calculated values
* charge: +1
* HOMO-LUMO gap: 6.12 eV
* HOMO level: -11.65 eV
* lowest unoccupied orbital energy: -5.53 eV
* energy: -60433.432 eV
* strongest force on any atom: 0.0290 Eh/bohr
* ΔE to the lowest compared entry with this formula, charge and spin: 51.2 kJ/mol

This record from the Open Molecules 2025 dataset describes a 3-piece molecular cluster, C20H37Br4FN2O2 overall in a non-equilibrium geometry. The level of theory is ωB97M-V/def2-TZVPD.

Structure (XYZ):
```
66
Properties=species:S:1:pos:R:3
C 5.901 2.830 1.674
C 4.797 2.076 2.574
F 4.515 2.988 3.693
C 5.287 0.690 3.200
C 4.838 -0.618 2.369
C 5.871 -1.050 1.215
N 6.187 0.025 0.230
C 5.774 -0.312 -1.161
C 4.270 0.219 -1.502
O 4.320 0.818 -2.834
O 3.463 -0.489 1.932
C 2.942 -1.718 1.380
C 1.522 -2.150 2.035
C 0.482 -0.921 1.821
C -0.777 -1.415 0.908
C -2.131 -0.579 1.257
N -1.928 0.889 1.034
C -1.841 1.930 2.042
C -1.578 3.221 1.210
C -1.547 2.848 -0.311
C -1.796 1.315 -0.338
H 6.908 2.268 1.740
H 5.554 2.703 0.578
H 5.996 3.944 1.889
H 3.831 2.022 1.975
H 6.417 0.687 3.444
H 4.766 0.600 4.230
H 4.848 -1.487 3.139
H 6.849 -1.345 1.764
H 5.560 -1.978 0.624
H 7.162 0.340 0.286
H 6.459 0.302 -1.864
H 5.935 -1.409 -1.442
H 3.915 0.963 -0.717
H 3.539 -0.673 -1.587
H 4.031 0.146 -3.489
H 3.636 -2.619 1.491
H 2.756 -1.574 0.256
H 1.142 -3.015 1.374
H 1.651 -2.452 3.130
H 0.054 -0.515 2.806
H 1.038 -0.136 1.204
H -0.508 -1.351 -0.200
H -0.956 -2.518 1.165
H -2.970 -0.944 0.576
H -2.332 -0.802 2.369
H -1.929 1.851 3.170
H -1.410 4.287 1.579
H -1.379 3.544 -1.199
H -1.844 0.643 -1.270
Br -6.111 -0.234 -0.275
C -5.864 -0.670 -2.159
C -5.466 -2.114 -2.338
Br -3.591 -2.390 -1.884
H -5.131 0.033 -2.554
H -6.833 -0.478 -2.624
H -5.551 -2.408 -3.386
H -6.047 -2.802 -1.724
Br -8.758 -1.068 -5.339
C -9.992 -0.784 -3.856
C -10.921 0.373 -4.132
Br -10.015 2.080 -3.886
H -9.388 -0.649 -2.960
H -10.554 -1.716 -3.773
H -11.744 0.382 -3.416
H -11.325 0.369 -5.144
```

Calculated values
* charge: 0
* HOMO-LUMO gap: 8.04 eV
* HOMO level: -7.62 eV
* lowest unoccupied orbital energy: 0.42 eV
* energy: -311296.734 eV
* strongest force on any atom: 0.1135 Eh/bohr
* SMILES: C[C@H](F)C[C@H](CNCCO)OCCCCCn1cccc1.BrCCBr.BrCCBr

This record from the Open Molecules 2025 dataset describes C20H37BrF8N2O7Si3 as an isolated structure in a non-equilibrium geometry. The level of theory is ωB97M-V/def2-TZVPD.

Structure (XYZ):
```
78
Properties=species:S:1:pos:R:3
C -3.097 -4.177 6.909
O -2.602 -3.029 6.180
C -2.474 -3.308 4.764
C -3.619 -2.490 3.987
C -3.065 -1.208 3.172
Si -3.343 -1.384 1.256
C -4.906 -0.285 0.887
O -4.912 0.258 -0.466
N -4.369 1.522 -0.464
O -3.568 1.597 -1.338
O -2.015 -0.709 0.378
Si -0.728 -1.838 0.107
C 0.818 -0.768 -0.384
C 2.219 -1.537 -0.203
O 3.018 -0.819 0.767
C 4.058 -0.027 0.172
C 3.808 1.521 0.520
F 2.881 1.582 1.604
F 5.007 2.134 1.010
C 3.180 2.401 -0.663
F 3.365 3.774 -0.276
F 1.772 2.224 -0.729
C 3.907 2.249 -2.087
F 5.281 1.949 -1.926
F 3.845 3.546 -2.698
C 3.199 1.239 -3.103
F 4.013 1.239 -4.292
F 1.907 1.631 -3.513
C -0.249 -2.896 1.643
C 0.607 -2.059 2.734
O 0.560 -0.823 2.847
Br 1.831 -3.075 3.917
Si -1.100 -3.169 -1.687
C 0.326 -4.455 -1.741
C -2.742 -4.151 -1.581
C -1.007 -2.129 -3.295
H -2.669 -5.175 6.562
H -2.765 -4.048 8.006
H -4.252 -4.193 6.899
H -2.617 -4.424 4.523
H -1.408 -3.010 4.466
H -4.135 -3.165 3.204
H -4.354 -2.114 4.772
H -1.948 -1.096 3.369
H -3.570 -0.221 3.489
H -3.569 -2.804 0.993
H -5.877 -0.817 1.181
H -4.800 0.612 1.612
H 0.811 0.115 0.359
H 0.715 -0.326 -1.440
H 2.108 -2.610 0.210
H 2.692 -1.651 -1.235
H 4.246 -0.216 -0.933
H 5.036 -0.317 0.714
H 3.155 0.157 -2.762
H 0.493 -3.694 1.253
H -1.109 -3.478 2.112
H 0.577 -4.675 -2.833
H -0.041 -5.383 -1.170
H 1.288 -4.109 -1.229
H -2.554 -5.180 -1.091
H -3.603 -3.606 -1.077
H -3.070 -4.395 -2.660
H -1.631 -2.651 -4.092
H 0.095 -2.136 -3.640
H -1.290 -1.031 -3.171
C 1.392 8.662 -2.240
C 1.145 8.305 -3.682
O 0.390 8.952 -4.396
N 1.796 7.219 -4.183
C 2.719 6.342 -3.492
H 0.811 9.544 -1.975
H 1.084 7.837 -1.594
H 2.450 8.884 -2.088
H 1.590 7.031 -5.154
H 3.677 6.370 -4.015
H 2.318 5.327 -3.523
H 2.867 6.637 -2.456
```

Calculated values
* charge: 0
* HOMO-LUMO gap: 9.34 eV
* HOMO level: -9.22 eV
* lowest unoccupied orbital energy: 0.12 eV
* energy: -154063.850 eV
* strongest force on any atom: 0.0960 Eh/bohr

Please write out number 6 again, unchanged.
This record from the Open Molecules 2025 dataset describes C20H37BrF8N2O7Si3 as an isolated structure in a non-equilibrium geometry. The level of theory is ωB97M-V/def2-TZVPD.

Structure (XYZ):
```
78
Properties=species:S:1:pos:R:3
C -3.097 -4.177 6.909
O -2.602 -3.029 6.180
C -2.474 -3.308 4.764
C -3.619 -2.490 3.987
C -3.065 -1.208 3.172
Si -3.343 -1.384 1.256
C -4.906 -0.285 0.887
O -4.912 0.258 -0.466
N -4.369 1.522 -0.464
O -3.568 1.597 -1.338
O -2.015 -0.709 0.378
Si -0.728 -1.838 0.107
C 0.818 -0.768 -0.384
C 2.219 -1.537 -0.203
O 3.018 -0.819 0.767
C 4.058 -0.027 0.172
C 3.808 1.521 0.520
F 2.881 1.582 1.604
F 5.007 2.134 1.010
C 3.180 2.401 -0.663
F 3.365 3.774 -0.276
F 1.772 2.224 -0.729
C 3.907 2.249 -2.087
F 5.281 1.949 -1.926
F 3.845 3.546 -2.698
C 3.199 1.239 -3.103
F 4.013 1.239 -4.292
F 1.907 1.631 -3.513
C -0.249 -2.896 1.643
C 0.607 -2.059 2.734
O 0.560 -0.823 2.847
Br 1.831 -3.075 3.917
Si -1.100 -3.169 -1.687
C 0.326 -4.455 -1.741
C -2.742 -4.151 -1.581
C -1.007 -2.129 -3.295
H -2.669 -5.175 6.562
H -2.765 -4.048 8.006
H -4.252 -4.193 6.899
H -2.617 -4.424 4.523
H -1.408 -3.010 4.466
H -4.135 -3.165 3.204
H -4.354 -2.114 4.772
H -1.948 -1.096 3.369
H -3.570 -0.221 3.489
H -3.569 -2.804 0.993
H -5.877 -0.817 1.181
H -4.800 0.612 1.612
H 0.811 0.115 0.359
H 0.715 -0.326 -1.440
H 2.108 -2.610 0.210
H 2.692 -1.651 -1.235
H 4.246 -0.216 -0.933
H 5.036 -0.317 0.714
H 3.155 0.157 -2.762
H 0.493 -3.694 1.253
H -1.109 -3.478 2.112
H 0.577 -4.675 -2.833
H -0.041 -5.383 -1.170
H 1.288 -4.109 -1.229
H -2.554 -5.180 -1.091
H -3.603 -3.606 -1.077
H -3.070 -4.395 -2.660
H -1.631 -2.651 -4.092
H 0.095 -2.136 -3.640
H -1.290 -1.031 -3.171
C 1.392 8.662 -2.240
C 1.145 8.305 -3.682
O 0.390 8.952 -4.396
N 1.796 7.219 -4.183
C 2.719 6.342 -3.492
H 0.811 9.544 -1.975
H 1.084 7.837 -1.594
H 2.450 8.884 -2.088
H 1.590 7.031 -5.154
H 3.677 6.370 -4.015
H 2.318 5.327 -3.523
H 2.867 6.637 -2.456
```

Calculated values
* charge: 0
* HOMO-LUMO gap: 9.34 eV
* HOMO level: -9.22 eV
* lowest unoccupied orbital energy: 0.12 eV
* energy: -154063.850 eV
* strongest force on any atom: 0.0960 Eh/bohr

> The highest strongest force on any atom belongs to which entry?

C20H36NO2P3STi

> Look up the energy of the third one.

-88681.855 eV